The following is a DFT calculation (ωB97M-V/def2-TZVPD) of a structure of composition C27H39ClN7S2SbSe4Ti.

The geometry in ORCA input format:
```
! wB97M-V def2-TZVPD RIJCOSX def2/J DEFGRID3
* xyz -2 3
Sb 1.81 -3.07 -2.32
Se 1.72 -0.56 -0.45
Se -0.05 -4.43 -1.48
Se 3.90 -4.14 -1.70
Se -0.49 0.85 -3.00
Ti -0.61 0.46 -0.70
Cl 4.89 -0.95 1.42
S -1.10 -0.77 4.39
S -0.33 2.19 2.55
N -0.54 1.34 1.15
N -2.66 2.97 -1.30
N 1.55 -0.90 4.59
N -4.04 -2.68 0.28
N -1.53 3.85 -1.16
N 0.44 0.29 6.24
N -2.24 -0.92 -0.21
C 4.56 -3.57 1.92
C -3.89 -2.51 -1.16
C -2.00 2.88 4.53
C -3.15 3.41 5.03
C -1.68 -2.03 0.61
C 1.61 0.39 7.08
C 2.44 -4.63 2.27
C -4.02 3.73 2.80
C 3.82 -4.71 2.19
C -2.78 -1.48 -1.48
C 1.81 -3.41 2.06
C -2.75 -3.12 0.81
C 2.00 3.56 2.25
C -1.82 2.76 3.11
C 0.36 -0.48 5.12
C 1.80 -0.98 1.49
C 2.53 -2.25 1.77
C 0.06 4.74 1.43
C 0.85 5.86 1.21
C -4.40 -1.40 0.88
C 3.91 -2.37 1.72
C -2.88 3.20 2.25
C 0.64 3.59 1.95
C -4.19 3.86 4.19
C 2.78 4.68 2.02
C -3.36 -0.31 0.54
C 2.21 5.83 1.51
H -1.21 2.53 5.19
H 2.47 0.70 6.49
H 2.24 -0.12 2.00
H 0.73 -3.35 2.08
H 3.84 4.64 2.24
H 2.34 -1.06 5.19
H 2.44 2.66 2.65
H -4.81 4.05 2.14
H -2.44 -4.02 0.29
H -1.23 4.14 -2.09
H 4.32 -5.66 2.30
H -3.63 -3.47 -1.60
H -3.27 3.47 6.11
H -1.95 -1.95 -2.02
H 1.48 -1.52 3.80
H -4.85 -2.18 -1.57
H -2.51 2.34 -2.10
H 1.85 -0.55 7.59
H -0.46 0.42 6.68
H -2.79 3.08 1.18
H -0.81 -2.44 0.09
H -2.87 -3.35 1.88
H -0.77 3.23 -0.86
H 1.85 -5.51 2.45
H -5.09 4.30 4.60
H 0.77 -1.11 1.85
H -1.38 -1.60 1.57
H -2.95 0.15 1.44
H -5.39 -1.11 0.51
H -3.77 0.50 -0.08
H -3.14 -0.64 -2.08
H -3.48 3.55 -1.46
H -0.99 4.76 1.18
H 2.82 6.71 1.33
H 1.44 1.15 7.83
H -4.47 -1.53 1.96
H 0.40 6.75 0.80
H -0.44 0.38 1.50
H 5.64 -3.62 1.81
*
```

Results
- gap between HOMO and LUMO (alpha / beta) (eV) = 3.57 / 4.92
- largest force on an atom (Eh/bohr) = 0.0172
- expectation value of S² = 2.0292